(1)
Entry from the OMol25 dataset: one molecule with the formula C3H6O at a distorted geometry (ωB97M-V/def2-TZVPD).

- Structure (SMILES): C=C(C)O
- Highest occupied orbital energy: -8.7 eV
- E_LUMO: 0.9 eV
- Energy relative to the best compared isomer or geometry (same formula, charge and spin): 167.2 kJ/mol
- Net charge: 0
- Calculated total energy: -193.07952 Ha

Atoms and positions in Å:
1 C 0.678 0.182 1.234
2 C 0.324 0.130 -0.076
3 C -1.136 0.026 -0.460
4 O 1.274 -0.618 -0.805
5 H 0.218 1.013 1.771
6 H 1.522 -0.332 1.649
7 H -1.269 0.003 -1.543
8 H -1.344 -1.014 -0.168
9 H -1.772 0.771 0.006
10 H 1.505 -0.161 -1.610

***

(2)
Entry from the OMol25 dataset: a 2-piece molecular cluster, C4H6N2O overall at a distorted geometry (ωB97M-V/def2-TZVPD).

- Highest occupied orbital energy: -9.1 eV
- E_LUMO: 0.0 eV
- Energy relative to the best compared isomer or geometry (same formula, charge and spin): 458.6 kJ/mol
- Net charge: 0
- Calculated total energy: -340.62022 Ha

Atoms and positions in Å:
1 C 2.256 0.238 0.202
2 C -0.528 0.908 1.019
3 C -0.521 -0.039 -0.061
4 C -1.166 -1.251 -0.527
5 N 2.922 0.417 1.144
6 N 1.469 -0.035 -0.790
7 O -1.026 1.191 -0.331
8 H -1.162 0.952 1.920
9 H 0.383 1.510 1.169
10 H -0.739 -2.238 -0.201
11 H -0.991 -1.403 -1.555
12 H -2.192 -0.941 -0.523
13 H 1.295 0.690 -1.466

***

(3)
Entry from the OMol25 dataset: C40H34BiF3N3O7P2S as an isolated structure at a distorted geometry (ωB97M-V/def2-TZVPD).

- Highest occupied orbital energy: -11.3 eV
- E_LUMO: -3.1 eV
- Energy relative to the best compared isomer or geometry (same formula, charge and spin): 10.8 kJ/mol
- Net charge: +1
- Calculated total energy: -3830.63098 Ha

Atoms and positions in Å:
1 Bi 1.106 0.403 -0.767
2 O 2.951 1.538 3.163
3 C 2.364 1.666 1.999
4 O 1.446 0.936 1.648
5 C 2.874 2.857 1.213
6 O 2.697 2.727 -0.173
7 C 3.881 2.314 -0.875
8 C 4.367 0.915 -0.446
9 O 5.553 0.671 -0.405
10 O 3.404 0.093 -0.146
11 H 2.611 0.766 3.643
12 H 2.269 3.706 1.546
13 H 3.913 3.053 1.487
14 H 3.594 2.282 -1.928
15 H 4.688 3.034 -0.744
16 N 0.175 -2.760 -0.224
17 P -0.880 -1.431 0.109
18 C -1.371 -1.763 1.841
19 C -0.907 -0.956 2.875
20 C -1.246 -1.248 4.189
21 C -2.048 -2.342 4.468
22 C -2.513 -3.150 3.437
23 C -2.182 -2.860 2.124
24 C -2.422 -1.787 -0.775
25 C -3.480 -0.901 -0.584
26 C -4.689 -1.120 -1.224
27 C -4.842 -2.218 -2.059
28 C -3.787 -3.097 -2.252
29 C -2.575 -2.885 -1.614
30 P 1.793 -2.137 -0.011
31 C 2.878 -3.318 -0.851
32 C 2.410 -4.589 -1.182
33 C 3.255 -5.482 -1.818
34 C 4.559 -5.113 -2.121
35 C 5.026 -3.854 -1.775
36 C 4.190 -2.948 -1.141
37 C 2.134 -2.495 1.742
38 C 3.166 -1.801 2.373
39 C 3.505 -2.111 3.682
40 C 2.824 -3.115 4.357
41 C 1.815 -3.821 3.717
42 C 1.470 -3.519 2.409
43 H 0.082 -3.027 -1.203
44 H -0.263 -0.120 2.644
45 H -0.887 -0.618 4.993
46 H -2.316 -2.571 5.492
47 H -3.149 -3.997 3.658
48 H -2.545 -3.486 1.318
49 H -3.357 -0.044 0.069
50 H -5.512 -0.434 -1.074
51 H -5.787 -2.392 -2.556
52 H -3.901 -3.951 -2.907
53 H -1.763 -3.580 -1.779
54 H 1.399 -4.879 -0.926
55 H 2.897 -6.470 -2.075
56 H 5.211 -5.811 -2.629
57 H 6.046 -3.572 -2.001
58 H 4.554 -1.964 -0.870
59 H 3.707 -1.043 1.820
60 H 4.324 -1.593 4.167
61 H 3.095 -3.360 5.376
62 H 1.298 -4.617 4.237
63 H 0.695 -4.076 1.903
64 S -4.001 5.151 0.235
65 C -2.694 4.007 0.038
66 C -2.541 3.016 1.015
67 C -1.553 2.070 0.864
68 N -0.719 2.052 -0.180
69 C -0.853 3.003 -1.112
70 C -1.813 3.991 -1.045
71 C -3.530 6.444 -0.912
72 C -2.711 7.465 -0.453
73 C -2.347 8.457 -1.354
74 N -2.752 8.475 -2.619
75 C -3.556 7.503 -3.035
76 C -3.982 6.460 -2.221
77 H -3.195 2.999 1.877
78 H -1.409 1.293 1.606
79 H -0.179 2.948 -1.959
80 H -1.882 4.725 -1.834
81 H -2.373 7.483 0.574
82 H -1.699 9.271 -1.047
83 H -3.873 7.558 -4.070
84 H -4.642 5.691 -2.600
85 F -0.705 -0.044 -5.688
86 C -1.142 -0.538 -4.532
87 F -2.380 -0.062 -4.309
88 F -1.224 -1.868 -4.640
89 C -0.222 -0.119 -3.359
90 O 0.215 1.034 -3.340
91 O -0.044 -1.002 -2.463

***

(4)
Entry from the OMol25 dataset: one molecule with the formula C3H4N2O at a distorted geometry (ωB97M-V/def2-TZVPD).

- Highest occupied orbital energy: -8.0 eV
- E_LUMO: 0.4 eV
- Energy relative to the best compared isomer or geometry (same formula, charge and spin): 472.5 kJ/mol
- Net charge: 0
- Calculated total energy: -301.30726 Ha

Atoms and positions in Å:
1 O -0.773 1.725 -0.869
2 C 0.047 0.835 -0.366
3 C 1.067 0.609 0.435
4 N 0.627 -0.518 1.147
5 C -0.192 -1.324 0.524
6 N -0.968 -0.895 -0.448
7 H -0.334 2.588 -0.871
8 H 2.086 1.006 0.617
9 H -0.141 -2.366 0.836
10 H -1.419 -1.659 -1.005